Formula: C6H18KN2O3
Source: the Open Molecules 2025 dataset
Level of theory: ωB97M-V/def2-TZVPD

Element x y z (Å)
K -0.375 -0.837 0.635
O 0.366 -0.033 -0.965
O 0.253 -0.602 2.151
O -1.401 0.036 -0.576
N 0.228 1.943 0.016
N 2.078 1.328 -0.899
C 2.192 -0.778 3.682
C -0.688 -1.244 -2.466
C 0.813 1.061 -0.686
C -1.883 -0.598 -1.779
C -2.538 0.360 -2.746
C 0.734 -0.958 3.412
H -0.794 0.651 -0.994
H 0.300 -0.180 4.039
H 2.679 -1.263 2.836
H -0.090 -0.543 -3.047
H 2.591 2.106 -0.510
H 0.642 2.861 -0.054
H 2.531 0.766 -1.606
H 0.261 -1.897 3.701
H -0.617 1.766 0.540
H -2.975 -0.185 -3.583
H 2.548 -1.081 4.666
H 0.023 -1.553 -1.700
H -2.599 -1.369 -1.495
H -0.609 -0.222 2.332
H -1.915 1.116 -3.223
H -1.019 -2.028 -3.147
H 2.420 0.288 3.691
H -3.157 1.088 -2.223

Forces on atoms 1 to 6 (eV/Å):
-3.87 -14.00 -8.69
12.36 2.67 -5.65
7.46 3.41 17.51
-16.25 6.43 -6.54
-2.72 4.27 2.72
3.14 0.43 -1.61

Results
Lowest unoccupied orbital energy in eV: -3.237
Highest occupied orbital energy in eV: -11.95
Total charge: +1
Largest force on an atom in eV/A: 19.33
Energy above the lowest of the compared OMol25 structures with the same formula, charge and spin in kcal/mol: 345.9
Total energy in hartree: -1173.8378

=====

Formula: C6H18KO3
Source: the Open Molecules 2025 dataset
Level of theory: ωB97M-V/def2-TZVPD

Element x y z (Å)
K 0.927 -0.849 2.454
O 1.408 -2.434 -1.978
O -2.900 -2.576 1.805
O 0.744 3.474 1.507
C 2.581 -0.589 -3.064
C -3.859 -3.496 1.357
C 2.218 5.191 1.951
C -3.420 -3.994 0.032
C 1.212 4.687 0.997
C 1.253 -1.179 -2.585
H 2.816 -1.124 -3.985
H 0.550 3.644 2.432
H 1.703 4.560 0.032
H -2.376 -4.301 0.097
H 3.435 -0.601 -2.388
H -4.786 -2.935 1.241
H 3.068 4.510 1.989
H -4.129 -4.334 2.000
H 0.977 -3.133 -2.475
H 0.437 5.425 0.794
H 0.454 -1.113 -3.324
H 0.999 -0.471 -1.796
H -3.359 -3.181 -0.691
H 1.936 5.392 2.984
H 2.613 0.482 -3.267
H 2.768 6.052 1.569
H -3.259 -2.272 2.642
H -4.012 -4.835 -0.330

Forces on atoms 1 to 6 (eV/Å):
-0.10 -0.02 -0.23
-0.01 -0.63 0.21
0.69 0.11 1.17
-0.88 -1.26 -0.19
0.34 -0.36 -1.18
-1.56 0.06 -0.95

Results
Lowest unoccupied orbital energy in eV: -4.118
Highest occupied orbital energy in eV: -12.68
Total charge: +1
Largest force on an atom in eV/A: 2.58
Energy above the lowest of the compared OMol25 structures with the same formula, charge and spin in kcal/mol: 66.9
Total energy in hartree: -1064.7983

=====

Formula: C6H18KO6
Source: the Open Molecules 2025 dataset
Level of theory: ωB97M-V/def2-TZVPD

Element x y z (Å)
K 13.629 -0.149 5.310
O 15.763 -1.908 6.152
O 11.616 -0.556 7.098
O 9.665 1.647 7.353
O 17.835 -3.998 7.480
O 12.548 -2.194 3.538
O 10.221 -3.376 2.129
C 10.265 -0.705 6.728
C 11.914 -3.375 3.799
C 16.825 -3.190 8.067
C 9.403 0.254 7.627
C 15.713 -3.105 6.998
C 10.423 -3.211 3.571
H 16.494 -2.007 5.538
H 17.243 -2.204 8.270
H 12.479 -2.041 2.593
H 15.719 -3.864 6.216
H 9.913 -4.077 3.993
H 14.751 -3.158 7.507
H 9.975 -2.320 4.010
H 10.281 -0.457 5.667
H 16.604 -3.611 9.048
H 12.300 -3.965 2.967
H 9.915 -1.734 6.647
H 9.518 0.060 8.693
H 8.375 0.029 7.345
H 12.140 -3.763 4.792
H 11.760 -1.132 7.852
H 10.863 -2.762 1.765
H 18.586 -4.121 8.065
H 10.533 1.897 7.679

Forces on atoms 1 to 6 (eV/Å):
0.05 -0.33 0.02
-0.49 0.39 0.93
1.17 -0.73 0.27
-0.44 -1.08 -0.18
0.22 -0.20 -0.53
1.66 3.38 0.46

Results
Lowest unoccupied orbital energy in eV: -3.272
Highest occupied orbital energy in eV: -13.13
Total charge: +1
Largest force on an atom in eV/A: 3.80
Energy above the lowest of the compared OMol25 structures with the same formula, charge and spin in kcal/mol: 40.7
Total energy in hartree: -1290.5240

=====

Formula: C6H18N
Source: the Open Molecules 2025 dataset
Level of theory: ωB97M-V/def2-TZVPD

Element x y z (Å)
N -1.990 -0.993 -1.198
C 0.705 1.534 -0.669
C 1.281 0.411 -0.020
C -1.972 -0.275 1.229
C 2.282 -0.300 -0.891
C 1.903 0.763 1.289
C -2.260 -1.431 0.324
H -1.007 -0.518 -1.460
H -2.538 0.519 1.500
H 2.912 0.534 1.371
H -1.731 -0.716 2.227
H 3.088 0.469 -0.998
H -2.152 -1.805 -1.816
H -1.538 -2.199 0.384
H -0.938 0.153 0.843
H 2.826 -1.042 -0.286
H 1.815 -0.707 -1.741
H -0.171 1.437 -1.282
H -3.275 -1.795 0.296
H 0.416 2.635 -0.162
H 1.345 0.187 2.240
H 1.901 1.813 1.532
H 0.401 -0.483 0.322
H 1.236 2.130 -1.448
H -2.539 -0.322 -1.586

Forces on atoms 1 to 6 (eV/Å):
3.86 -1.53 0.22
-3.15 5.71 -0.61
0.81 0.97 2.60
4.90 -2.43 0.49
1.84 -1.54 1.22
-2.51 -0.35 2.09

Results
Lowest unoccupied orbital energy (spin up / spin down) in eV: -7.384 / -13.612
Highest occupied orbital energy (spin up / spin down) in eV: -20.01 / -19.80
Total charge: +2
⟨S²⟩: 0.754
2S+1: 2
Largest force on an atom in eV/A: 6.55
Energy above the lowest of the compared OMol25 structures with the same formula, charge and spin in kcal/mol: 39.5
Total energy in hartree: -293.2765

=====

Formula: C6H18N2
Source: the Open Molecules 2025 dataset
Level of theory: ωB97M-V/def2-TZVPD

Element x y z (Å)
N -1.656 -0.256 -0.337
N 0.767 -1.206 -0.854
C 2.845 -0.958 0.376
C 1.057 1.832 -0.046
C 0.946 0.740 1.015
C -2.534 -1.024 0.532
C -2.347 0.621 -1.268
C 1.328 -0.867 0.390
H 3.265 -0.179 -0.259
H 1.185 -0.654 -1.597
H -2.932 1.399 -0.759
H 3.256 -0.846 1.377
H 3.146 -1.926 -0.022
H -1.611 1.106 -1.908
H -0.365 -0.988 -0.810
H -3.179 -1.663 -0.074
H 1.387 2.780 0.389
H -3.167 -0.386 1.163
H 0.031 0.840 1.608
H -3.023 0.033 -1.891
H 0.117 2.021 -0.553
H 1.738 0.873 1.754
H 0.912 -1.523 1.159
H -1.027 0.319 0.262
H -1.923 -1.656 1.174
H 1.784 1.565 -0.820

Forces on atoms 1 to 6 (eV/Å):
-0.25 0.94 0.88
-2.48 0.14 -0.73
-0.25 -0.06 0.12
0.20 -0.05 0.10
1.45 -1.71 -0.56
-0.07 0.14 0.01

Results
Lowest unoccupied orbital energy in eV: 0.887
Highest occupied orbital energy in eV: -7.86
SMILES: CC[C@H](C)N.CNC
Largest force on an atom in eV/A: 3.17
Energy above the lowest of the compared OMol25 structures with the same formula, charge and spin in kcal/mol: 23.1
Total energy in hartree: -348.8527

=====

Formula: C6H18N2OP2
Source: the Open Molecules 2025 dataset
Level of theory: ωB97M-V/def2-TZVPD

Element x y z (Å)
P 1.056 1.114 0.672
P -0.420 -1.303 -0.213
O 0.917 -0.564 0.258
N -0.758 -0.643 -1.543
N -0.219 1.983 0.527
C -2.017 -0.743 -2.218
C -0.638 2.450 -0.839
C 2.527 1.286 -0.497
C -0.057 -3.074 0.014
C -1.447 -1.024 1.330
C 1.637 1.026 2.349
H 3.182 0.505 -0.576
H 2.106 0.154 2.711
H 0.755 -3.389 -0.668
H -1.393 1.782 -1.280
H -2.237 -1.611 -2.952
H -2.421 -0.864 0.982
H -0.934 -3.639 -0.279
H -2.760 -0.826 -1.494
H 0.260 2.406 -1.473
H -1.351 -1.898 2.010
H -1.202 -0.174 1.947
H -1.990 0.166 -2.775
H 2.275 1.901 2.546
H 0.772 1.199 2.968
H -1.106 3.449 -0.710
H 0.213 -3.495 0.946
H 2.151 1.551 -1.491
H 3.101 2.275 -0.250

Forces on atoms 1 to 6 (eV/Å):
0.80 -2.11 -2.21
1.07 0.70 3.42
0.80 0.57 0.82
0.07 -1.28 -0.72
0.47 0.06 -0.51
0.95 -1.13 -1.68

Results
Lowest unoccupied orbital energy in eV: 0.777
Highest occupied orbital energy in eV: -8.31
SMILES: CN=P(C)(C)OP(C)(C)=NC
Largest force on an atom in eV/A: 5.40
Total energy in hartree: -1106.8455

=====

Formula: C6H18N2Si
Source: the Open Molecules 2025 dataset
Level of theory: ωB97M-V/def2-TZVPD

Element x y z (Å)
Si 0.820 0.090 -0.668
N -2.619 -0.173 2.174
N 0.775 -0.648 0.897
C 0.963 1.979 -0.399
C 2.284 -0.456 -1.775
C -1.907 0.832 1.962
C 1.924 -0.748 1.766
C -3.649 -0.549 1.261
C -0.821 -0.363 -1.516
H 1.604 -0.825 2.806
H 2.532 0.147 1.655
H -3.754 0.125 0.398
H 2.554 -1.615 1.533
H -0.778 -1.334 -1.998
H -1.635 -0.384 -0.803
H 0.110 -1.387 1.069
H 3.232 -0.308 -1.266
H -2.000 1.496 1.094
H 2.217 -1.508 -2.041
H 1.535 2.201 0.497
H 1.456 2.471 -1.231
H -0.012 2.440 -0.279
H 2.323 0.111 -2.700
H -1.131 1.076 2.672
H -4.591 -0.587 1.809
H -1.068 0.370 -2.278
H -3.433 -1.560 0.912

Forces on atoms 1 to 6 (eV/Å):
-0.14 0.32 -0.41
0.13 -0.35 0.61
-0.19 -0.19 -0.34
0.02 -0.69 -0.20
-0.53 0.10 0.53
0.20 0.35 -0.16

Results
Lowest unoccupied orbital energy in eV: 0.897
Highest occupied orbital energy in eV: -8.74
SMILES: CN[Si](C)(C)C.C=NC
Largest force on an atom in eV/A: 0.76
Energy above the lowest of the compared OMol25 structures with the same formula, charge and spin in kcal/mol: 19.0
Total energy in hartree: -638.4205

=====

Formula: C6H18N3S
Source: the Open Molecules 2025 dataset
Level of theory: ωB97M-V/def2-TZVPD

Element x y z (Å)
S -0.175 2.365 -1.363
N 0.456 -1.237 0.911
N 1.763 0.966 -2.218
N -2.617 -0.987 1.920
C 0.656 -2.017 -0.267
C 1.050 0.431 2.482
C 0.857 1.005 -1.263
C -3.163 -0.098 0.937
C 1.175 -0.244 1.228
C 1.695 1.523 -3.551
H -3.252 0.844 1.421
H -0.906 1.936 -0.416
H 0.192 -1.566 -1.129
H 0.886 2.177 -3.793
H -2.360 0.150 0.303
H 1.736 -2.087 -0.610
H -3.240 -0.886 2.810
H -0.420 -1.413 1.546
H -2.749 -2.024 1.687
H 1.782 -0.126 3.140
H 0.206 -3.017 -0.157
H 2.168 -0.029 0.662
H 2.405 0.136 -2.165
H 2.598 2.169 -3.567
H 1.440 1.400 2.341
H -4.094 -0.418 0.379
H 1.842 0.675 -4.257
H 0.068 0.369 2.989

Forces on atoms 1 to 6 (eV/Å):
0.57 0.67 -1.58
-2.10 -0.74 1.28
-0.52 -2.32 0.61
-1.52 -2.83 2.96
0.89 -1.30 -1.37
-0.19 -0.81 1.89

Results
Lowest unoccupied orbital energy in eV: -3.077
Highest occupied orbital energy in eV: -11.80
Total charge: +1
Largest force on an atom in eV/A: 4.37
Energy above the lowest of the compared OMol25 structures with the same formula, charge and spin in kcal/mol: 97.2
Total energy in hartree: -801.5110

=====

Formula: C6H18N4P2S
Source: the Open Molecules 2025 dataset
Level of theory: ωB97M-V/def2-TZVPD

Element x y z (Å)
S 4.838 0.501 -0.019
P 0.251 0.163 0.241
P 3.174 -0.501 0.462
N -0.304 -0.944 1.366
N -0.105 -0.517 -1.304
N 2.144 0.764 0.548
N -0.592 1.521 0.492
C 0.000 0.325 -2.521
C 0.509 -1.390 2.507
C -2.081 1.599 0.364
C -1.441 -1.725 1.019
C 0.634 -1.750 -1.610
C 0.104 2.764 0.110
H -1.126 -2.817 1.349
H -1.629 -1.705 -0.121
H -2.619 2.582 0.446
H 0.035 -0.898 3.339
H 1.641 -1.598 -1.470
H 0.977 0.255 -3.094
H 1.649 -1.000 2.471
H -2.606 0.942 1.041
H -0.058 1.373 -2.269
H -0.012 3.137 -0.975
H -0.326 3.649 0.687
H 1.138 2.636 0.296
H 0.391 -2.601 -0.969
H -2.228 1.056 -0.669
H 0.557 -2.450 2.507
H -2.299 -1.301 1.516
H 0.155 -2.090 -2.536
H -0.772 0.021 -3.203

Forces on atoms 1 to 6 (eV/Å):
-0.73 -1.22 0.51
4.06 -0.37 1.14
1.55 1.58 -0.77
2.12 0.92 -1.90
0.96 0.76 0.73
-4.90 -1.77 -0.95

Results
Lowest unoccupied orbital energy in eV: 0.412
Highest occupied orbital energy in eV: -7.45
SMILES: CN(C)P(=NP=S)(N(C)C)N(C)C
Largest force on an atom in eV/A: 5.30
Energy above the lowest of the compared OMol25 structures with the same formula, charge and spin in kcal/mol: 33.7
Total energy in hartree: -1539.2337